DFT (ωB97M-V/def2-TZVPD) results for 2 unconnected molecules or ions with the total composition C4H2OS.

Geometry as ORCA input:
```
! RIJCOSX wB97M-V def2-TZVPD def2/J DEFGRID3
* xyz 0 1
C -1.2380 2.0914 -0.1604
C 0.3195 -2.1468 -0.1984
C -1.8694 1.0730 -0.2485
C -0.6189 -1.5054 -0.5757
O -3.3628 -0.6750 0.9142
S -2.8215 -0.3838 -0.3918
H -0.6414 2.9532 -0.0587
H 1.2076 -2.6905 -0.0317
*
```

## Properties
HOMO (spin up / spin down): -10.1 / -10.1 eV
Energy above the lowest of the compared OMol25 structures with the same formula, charge and spin: 103.1 kcal per mole
Orbital gap (spin up / spin down): 8.18 / 8.18 eV

***

DFT (ωB97M-V/def2-TZVPD) results for a molecular structure, C23H34Cl2EuN3O3.

Geometry as ORCA input:
```
! RIJCOSX wB97M-V def2-TZVPD def2/J DEFGRID3
* xyz -1 8
O -0.7106 -1.6808 -3.4305
C -0.6663 -2.8205 -2.9653
C -1.6810 -3.5909 -2.2285
C -2.3806 -3.0800 -1.1269
H -2.0775 -2.1513 -0.6425
C -3.4413 -3.8309 -0.6127
H -4.0380 -3.4155 0.1946
C -3.6970 -5.1081 -1.1011
H -4.5726 -5.6428 -0.7348
C -2.8838 -5.6653 -2.0903
H -3.0789 -6.6641 -2.4655
C -1.8134 -4.9246 -2.5912
H -1.0827 -5.3732 -3.2663
H 0.3276 -3.2785 -2.8938
C 2.3189 -1.8521 -1.1541
C 1.2764 -1.7503 -0.1138
H 2.5144 -2.9383 -1.2274
H 3.2876 -1.3380 -0.9900
H 1.8931 -1.5531 -2.1344
C 0.6416 -2.6405 0.6398
C 1.4383 -3.2928 1.7546
H -0.4032 -2.9637 0.5291
H 1.4350 -4.3945 1.7042
H 1.0970 -2.9487 2.7475
H 2.4774 -2.9270 1.6121
Eu 0.7635 0.0185 1.0372
Cl -1.3733 -0.8552 2.3448
Cl 2.9254 -0.1068 2.6325
H -4.3922 0.7530 -2.1042
H -4.4050 1.8444 -0.0283
C -3.6574 0.0554 -1.7104
C -3.4525 1.4678 0.3470
N -2.8155 0.7591 -0.7649
H -3.0495 -0.3530 -2.5155
C -1.4947 0.6627 -0.8287
O -0.7482 1.3586 -0.0726
H -2.8059 2.2883 0.6783
H -1.0536 0.0150 -1.6263
H -4.1884 -0.7574 -1.2155
H -3.6386 0.7825 1.1885
H 3.9861 3.5207 -2.3049
H 2.3031 3.2628 -4.2118
C 3.9331 2.4351 -2.1541
C 2.2549 2.1894 -3.9930
N 2.6226 1.9584 -2.5997
H 4.0601 2.1820 -1.0939
C 1.8333 1.2879 -1.7694
O 2.1443 1.1641 -0.5403
H 1.2359 1.8223 -4.1515
H 0.9072 0.8525 -2.2147
H 4.7147 1.9617 -2.7628
H 2.9478 1.6646 -4.6638
N 1.0853 2.6841 2.1263
C 0.9777 3.3207 3.3509
C 0.0794 4.3925 3.5452
C 0.1410 5.1346 4.7110
C 1.0233 4.7896 5.7464
C 1.8233 3.6491 5.5994
C 1.7912 2.9080 4.4313
H 0.5027 3.0009 1.3548
H 1.9851 2.2916 1.8663
H -0.6149 4.6693 2.7448
H -0.4981 6.0090 4.8415
H 1.0868 5.3926 6.6567
H 2.4789 3.3386 6.4158
H 2.4006 2.0108 4.2948
*
```

## Properties
HOMO (spin up / spin down): -0.9 / -4.9 eV
Orbital gap (spin up / spin down): 2.93 / 6.92 eV
<S²>: 15.778

***

DFT (ωB97M-V/def2-TZVPD) results for a gas-phase ion, C5H11NO2 (charge +1).

Geometry as ORCA input:
```
! RIJCOSX wB97M-V def2-TZVPD def2/J DEFGRID3
* xyz 1 2
O -0.9777 -2.2243 -1.2270
C -1.5245 -1.3287 -0.7055
C -0.9723 -0.7886 0.7549
C 0.2300 0.1447 0.5332
C 0.0249 1.4443 -0.2101
C 1.2784 2.0045 -0.8750
O 2.2397 2.4897 0.0198
N -0.6191 -1.9250 1.5196
H -2.5630 -1.0550 -0.9929
H -1.7549 -0.2797 1.3074
H 0.7354 0.3166 1.5044
H 0.9484 -0.4663 -0.0247
H -0.7820 1.2121 -0.9237
H -0.3082 2.2515 0.4403
H 0.9560 2.7213 -1.6516
H 1.7658 1.2851 -1.5500
H 2.4577 1.8036 0.6563
H -1.4145 -2.5029 1.7892
H 0.0772 -2.5645 1.1436
*
```

## Properties
HOMO (spin up / spin down): -13.7 / -13.7 eV
Energy above the lowest of the compared OMol25 structures with the same formula, charge and spin: 51.4 kcal per mole
Orbital gap (spin up / spin down): 8.66 / 4.77 eV
<S²>: 0.760

***

DFT (ωB97M-V/def2-TZVPD) results for a single C16H20N2O3S molecule.

Geometry as ORCA input:
```
! RIJCOSX wB97M-V def2-TZVPD def2/J DEFGRID3
* xyz 0 1
C 1.3775 -6.8367 -4.6744
H 2.0130 -7.5747 -5.1608
O 2.2374 -5.7907 -4.2868
C 1.7155 -4.7172 -3.6480
C 0.3700 -4.5475 -3.3303
C -0.0419 -3.4059 -2.6732
C 0.8560 -2.3986 -2.3117
C 2.2062 -2.5834 -2.6379
C 2.6262 -3.7161 -3.2902
H 3.6648 -3.8618 -3.5415
H 2.9326 -1.8319 -2.3736
C 0.3544 -1.2321 -1.6190
C 1.0666 -0.1571 -1.2486
C 0.5583 1.0382 -0.5706
O 1.1932 2.0831 -0.5555
N -0.6635 0.9096 0.0451
C -1.3469 1.8512 0.7947
N -0.8419 3.0831 0.8468
C -1.2948 4.0699 1.7853
H -2.3053 3.7938 2.0948
H -1.3131 5.0488 1.2996
C -0.3592 4.1237 3.0175
C -0.9809 4.9470 4.1499
H -1.5548 5.7930 3.7790
H -0.1934 5.3131 4.8085
C -1.8455 3.9070 4.8698
H -1.8547 4.0609 5.9465
C -1.1904 2.5654 4.4925
H -1.9175 1.8808 4.0397
O -0.1518 2.8439 3.5645
H -0.7277 2.0667 5.3481
H -2.8733 3.9411 4.5109
H 0.6231 4.4909 2.7015
H 0.0874 3.1893 0.4361
S -2.7699 1.3659 1.4819
H -1.1159 0.0049 0.0382
H 2.1152 -0.0747 -1.4934
H -0.7109 -1.2689 -1.4199
H -1.0899 -3.2919 -2.4343
H -0.3610 -5.2972 -3.5889
H 0.8882 -7.2949 -3.8093
H 0.6184 -6.4903 -5.3826
*
```

## Properties
HOMO: -8.3 eV
Energy above the lowest of the compared OMol25 structures with the same formula, charge and spin: 44.0 kcal per mole
Orbital gap: 8.04 eV
SMILES: COc1ccc(/C=C/C(=O)NC(=S)NC[C@H]2CCCO2)cc1